Entry 1:
A 2-piece molecular cluster, C22H40N2O7PS overall in a non-equilibrium geometry, computed with ωB97M-V with the def2-TZVPD basis set.

XYZ file:
```
73
Properties=species:S:1:pos:R:3:forces:R:3
C 4.2497 1.4420 1.6685 -0.1738 0.1954 -0.7170
C 3.2251 2.2853 0.8521 0.8375 -0.2167 0.3439
C 2.9353 3.5512 1.6547 -0.5649 -0.3623 0.2254
C 3.9114 2.6680 -0.4790 -0.1804 0.3849 0.2899
C 2.0010 1.3872 0.6593 -0.0619 0.5206 -0.2341
C 0.6833 2.0087 0.1603 -0.5731 -0.8047 -0.2038
C -0.0791 2.7572 1.2770 0.2172 0.1807 -0.6138
C 0.8803 2.9306 -1.0364 0.1308 0.0387 0.1280
C -0.2491 0.8456 -0.2717 0.0655 -0.2057 0.0704
C -0.1422 -0.4257 0.3008 -0.4299 -0.0507 -0.3433
C -0.9848 -1.4705 -0.0726 0.0048 0.0775 -0.0351
C -1.9777 -1.2829 -1.0186 -0.0199 0.3525 0.0328
O -2.7986 -2.3325 -1.4061 0.0933 0.3163 -0.0629
C -3.7938 -2.7096 -0.4704 0.3479 0.0073 -0.2283
C -5.0477 -1.8998 -0.5490 -0.4736 -0.0866 0.5677
O -4.9340 -0.6561 0.1538 0.2932 0.1432 -0.6090
C -6.1183 0.0692 0.0933 -0.1299 -0.2277 0.4005
C -5.8013 1.5077 0.4361 0.2088 -0.0164 0.3113
S -5.2814 2.3150 -1.0620 0.0462 -0.0726 -0.0773
N -6.3220 3.6004 -1.2022 0.3464 -0.3005 -0.5977
O -3.8581 3.0347 -0.6745 -0.0614 -0.0549 -0.0315
C -3.8468 3.6298 0.4980 0.2704 -0.9816 -2.0438
N -3.8313 4.1379 1.5071 -0.0332 1.1237 2.1718
C -2.1116 -0.0278 -1.6026 0.2606 -0.0108 0.3709
C -1.2576 1.0118 -1.2266 -0.1281 -0.4268 0.0110
H 4.8584 0.8662 0.9819 0.0519 -0.3642 -0.0809
H 3.7682 0.7429 2.3406 -0.0279 0.0144 0.3581
H 4.9280 2.1035 2.1945 0.1071 0.0462 0.2834
H 2.3429 3.3074 2.5339 -0.0738 -0.0289 0.2147
H 2.3666 4.2793 1.0851 0.0282 0.2178 -0.0749
H 3.8468 3.9965 2.0259 0.3208 0.2649 -0.1460
H 3.5422 2.1031 -1.3265 0.0183 -0.1970 -0.1351
H 3.7650 3.7237 -0.6821 -0.0971 0.1906 -0.2493
H 4.9824 2.5381 -0.4096 0.2938 -0.1458 -0.0202
H 2.3013 0.5851 -0.0107 0.0362 -0.1833 -0.1332
H 1.7917 0.9201 1.6144 -0.0539 -0.1123 0.2749
H 0.1330 3.8179 1.2140 0.1491 0.2352 0.2982
H 0.1655 2.3804 2.2603 -0.0545 -0.0617 0.2585
H -1.1415 2.6460 1.0972 -0.3303 -0.0196 0.1456
H 1.1818 2.3632 -1.9081 0.0412 -0.0721 -0.2869
H 1.6406 3.6792 -0.8533 0.0464 0.0952 0.1163
H -0.0343 3.4661 -1.2576 -0.2723 0.1302 -0.1643
H 0.6110 -0.6393 1.0336 0.2431 -0.0433 0.1389
H -0.8587 -2.4548 0.3516 0.0726 -0.1209 0.1450
H -4.0702 -3.7283 -0.7134 0.0398 -0.2670 -0.0915
H -3.4005 -2.6998 0.5414 0.0802 0.0402 0.2723
H -5.8347 -2.4816 -0.0625 -0.1622 -0.0891 0.0283
H -5.3564 -1.7302 -1.5787 0.1160 0.1082 -0.2579
H -6.6007 -0.0198 -0.8828 -0.1424 -0.0183 -0.1903
H -6.8321 -0.2707 0.8447 -0.2081 -0.1615 0.0506
H -6.6438 2.0398 0.8567 -0.1806 0.3159 -0.1003
H -4.9788 1.5180 1.1487 0.1747 0.0396 0.0934
H -5.8218 4.4836 -1.0891 -0.2645 0.1135 0.3685
H -6.6710 3.5666 -2.1599 -0.1134 0.2181 0.0112
H -2.8663 0.1337 -2.3564 -0.1240 -0.0333 -0.2006
H -1.3941 1.9544 -1.7274 0.0859 0.2492 -0.0769
C 1.9702 -3.7799 -1.9932 -0.1011 0.1008 -0.1204
O 2.3342 -4.3153 -0.7137 0.0450 -0.1374 0.0002
P 3.5779 -3.6549 0.0204 -0.0017 -0.1035 0.0145
O 3.4666 -2.2216 0.2794 0.0666 0.1717 0.0106
O 4.8325 -4.0253 -0.8700 -0.0710 0.1059 -0.0108
C 5.0179 -5.3689 -1.3387 0.0530 -0.0904 -0.0411
O 3.6844 -4.5879 1.2910 -0.1347 0.0393 0.0246
C 3.7637 -3.9905 2.5960 0.0179 -0.0476 0.1124
H 0.9405 -3.4337 -1.9358 -0.0060 0.0188 0.0045
H 2.6099 -2.9435 -2.2753 -0.0054 0.0227 0.0156
H 2.0461 -4.5609 -2.7483 0.0281 -0.0612 0.0791
H 4.7532 -5.4176 -2.3942 -0.0188 0.0199 0.0078
H 4.4143 -6.0814 -0.7788 -0.0061 0.0211 0.0339
H 6.0686 -5.6198 -1.2210 0.0134 0.0439 0.0173
H 3.5872 -4.7839 3.3167 0.0135 -0.0563 -0.0588
H 3.0091 -3.2164 2.7143 0.0154 0.0380 -0.0501
H 4.7530 -3.5662 2.7554 -0.0009 0.0308 -0.0149
```
Positions in Å, forces in eV/Å.

Values from the calculation:
Total charge   +1
LUMO energy   -4.8906 eV
Energy   -60891.6724 eV
HOMO energy   -11.0 eV

---

Entry 2:
C22H40N4O8RuSSi as an isolated structure, computed with ωB97M-V with the def2-TZVPD basis set.

XYZ file:
```
77
Properties=species:S:1:pos:R:3:forces:R:3
Ru 0.1339 0.1446 -0.2637 0.0979 -0.2492 -0.4323
O -0.9502 1.1955 -2.0816 0.1389 -0.2614 0.0542
C -0.3478 1.4056 -3.3704 -0.1835 -0.1410 -0.1417
C 0.0030 0.0462 -3.9784 -0.0313 0.1332 0.4327
N 0.8503 -0.6440 -3.0241 0.0859 0.0206 -0.4196
C 0.6461 -2.0684 -2.8910 -0.1682 0.1082 0.1083
C -0.6536 -2.4024 -2.1361 -0.2304 0.2813 0.3204
O -1.1354 -3.5154 -2.2708 -0.0038 -0.0356 -0.0738
O -1.1345 -1.4598 -1.3794 0.3578 -0.1893 -0.1644
C 2.2334 -0.2443 -3.1155 -0.0761 -0.0908 0.0741
C 2.8924 -0.2732 -1.7472 0.0602 0.1802 0.1775
O 4.0779 -0.5515 -1.6504 0.0251 -0.0022 0.0232
O 2.1482 0.0640 -0.7438 -0.0667 -0.1329 -0.1624
H -1.4183 0.3294 -2.1550 0.2819 0.2063 0.1444
H 0.5356 2.0279 -3.2307 -0.0240 -0.0282 0.1239
H -1.0613 1.9534 -3.9890 0.0348 -0.0023 -0.1251
H 0.4774 0.1502 -4.9635 -0.0463 0.0971 -0.0515
H -0.9245 -0.5162 -4.1217 0.0276 -0.0528 0.0117
H 1.4651 -2.4736 -2.2884 -0.0139 0.0029 -0.0024
H 0.6492 -2.6153 -3.8425 -0.0147 0.0053 -0.0307
H 2.2933 0.7983 -3.4377 -0.0318 0.0072 -0.0657
H 2.8164 -0.8383 -3.8300 0.0435 -0.0411 0.0484
C 1.9120 4.2600 1.6561 0.0139 0.1272 0.0376
Si 2.1638 2.6851 0.6618 -0.0119 -0.1108 0.2154
C 3.6678 1.8177 1.3548 0.0445 -0.0524 0.0184
C 2.4414 3.2527 -1.1019 -0.0382 -0.0334 -0.1915
C 0.5775 1.7144 0.9231 -0.2024 0.3283 0.0186
H 2.8092 4.8864 1.6332 -0.0294 -0.0003 0.0151
H 1.6833 4.0372 2.7014 0.0081 0.0022 -0.0249
H 1.0815 4.8486 1.2559 0.0211 0.0039 0.0176
H 4.5930 2.3100 1.0432 -0.0200 0.0208 0.0108
H 3.7037 0.7855 1.0095 0.0449 -0.0025 0.0024
H 3.6338 1.8300 2.4482 -0.0078 -0.0194 -0.0285
H 3.2484 3.9897 -1.1258 -0.0055 0.0008 -0.0018
H 1.5409 3.7388 -1.4907 0.0142 -0.0139 -0.0099
H 2.7155 2.4344 -1.7694 -0.0048 0.0279 0.0210
H -0.2254 2.4605 0.8092 0.1489 -0.0868 0.0086
H 0.5717 1.4268 1.9825 0.0043 -0.0004 0.0163
C 3.9354 -2.7719 1.3180 0.0098 0.0282 -0.0131
C 2.7118 -2.5848 0.4310 -0.0469 -0.0089 0.0404
N 1.5020 -3.1647 1.0199 0.1686 -0.1367 -0.1675
C 1.4507 -4.6282 1.0113 -0.0274 0.0453 0.0442
C 0.8207 -5.1824 -0.2573 0.0006 0.0045 -0.0124
C 0.5579 -2.4082 1.5918 -0.0259 0.2799 0.1144
C -0.3810 -3.1057 2.5419 -0.0415 -0.0364 0.0627
N 0.4348 -1.1124 1.4105 -0.1415 -0.1575 -0.1467
H 4.7749 -2.2501 0.8569 -0.0131 -0.0035 0.0025
H 4.2193 -3.8176 1.4489 -0.0127 0.0004 0.0099
H 3.7612 -2.3329 2.3024 -0.0009 -0.0022 -0.0187
H 2.8796 -3.0270 -0.5534 0.0003 -0.0387 -0.0016
H 2.5430 -1.5302 0.2798 -0.0172 0.0412 0.0483
H 0.9207 -4.9942 1.8865 0.0040 0.0043 0.0135
H 2.4770 -4.9809 1.1055 0.0175 -0.0201 0.0051
H -0.2004 -4.8263 -0.3925 0.0144 0.0098 -0.0118
H 0.8086 -6.2737 -0.2238 0.0123 0.0074 0.0033
H 1.3890 -4.8814 -1.1392 -0.0389 0.0079 0.0019
H 0.1611 -3.6425 3.3203 -0.0074 -0.0137 -0.0144
H -0.9994 -3.8201 1.9950 0.0030 0.0022 0.0071
H -1.0425 -2.3875 3.0136 0.0631 0.0176 0.0475
H -0.2108 -0.7510 2.1047 0.0305 0.0261 -0.0164
N -1.9069 0.3868 0.3547 -0.4387 -0.0491 0.2653
C -2.3467 0.8278 1.6700 0.1509 0.1090 -0.3038
C -2.5476 2.1784 1.8934 0.0184 0.1388 0.0872
C -2.9457 2.6220 3.1488 0.0166 -0.1085 -0.0028
C -3.1440 1.7143 4.1795 0.0242 -0.0678 -0.0538
C -2.9677 0.3564 3.9385 -0.0019 0.1464 -0.0115
C -2.5719 -0.0855 2.6851 -0.1568 -0.2114 0.0935
S -3.6406 2.2591 5.8219 -0.0333 0.0504 0.0624
O -3.9369 3.6726 5.6529 0.0150 -0.0206 -0.0202
O -4.7939 1.4254 6.1231 0.0045 -0.0186 -0.0227
O -2.4714 1.9746 6.6384 0.0140 -0.0096 -0.0215
H -2.3308 1.0129 -0.3302 0.1459 -0.0645 0.0498
H -2.2813 -0.5439 0.1607 0.0735 0.0042 -0.0943
H -2.3823 2.8868 1.0868 -0.0481 -0.0248 0.0519
H -3.1127 3.6721 3.3478 -0.0033 -0.0036 0.0074
H -3.1678 -0.3486 4.7352 -0.0041 0.0104 0.0061
H -2.5126 -1.1496 2.4844 0.0297 0.0555 -0.0656
```
Positions in Å, forces in eV/Å.

Values from the calculation:
2S+1   2
<S²>   0.75
Total charge   -1
Energy above the lowest of the compared OMol25 structures with the same formula, charge and spin   0.0 kcal per mole
LUMO energy (spin up / spin down)   2.1845 / 1.7704 eV
Energy   -67102.5318 eV
HOMO energy (spin up / spin down)   -5.6 / -5.6 eV

---

Entry 3:
C22H41AuN5P2 as an isolated structure, computed with ωB97M-V with the def2-TZVPD basis set.

XYZ file:
```
71
Properties=species:S:1:pos:R:3:forces:R:3
Au -0.1844 -1.7549 0.3138 0.0504 0.2440 0.9502
N -1.9822 1.0964 1.9987 0.0629 -0.0001 0.0440
C -2.9401 0.3236 2.8106 -0.0389 -0.0359 -0.1024
C -2.3031 -0.7700 3.6563 0.0352 0.0864 0.2787
N -1.5537 -1.8314 2.9581 0.2817 0.1688 -0.6515
C -2.2999 -3.0649 2.7492 -0.1017 -0.2062 -0.0384
C -2.7785 -3.1595 1.3098 0.1829 0.0127 0.0291
N -1.5672 -3.4035 0.4619 -0.0358 -0.2517 -0.5729
H -1.4911 1.7402 2.6164 0.0404 -0.0442 -0.0200
H -2.5224 1.7158 1.4002 0.0360 0.0400 -0.0093
H -3.6913 -0.1042 2.1401 0.0490 -0.0667 -0.0146
H -3.4924 0.9668 3.5010 -0.0534 -0.0503 0.0144
H -3.1186 -1.2404 4.2132 0.0458 0.0426 0.0767
H -1.6557 -0.3311 4.4197 0.0639 0.0974 -0.1268
H -0.6568 -1.9941 3.3871 -0.2090 -0.1444 0.4529
H -3.1589 -3.1533 3.4189 0.0272 0.1266 0.0136
H -1.6604 -3.9231 2.9781 -0.0351 -0.0372 -0.0261
H -3.2186 -2.2149 0.9954 -0.0919 -0.0197 0.0195
H -3.5065 -3.9546 1.1532 0.0877 -0.0919 0.0642
H -1.8301 -3.7413 -0.4645 -0.1026 0.0699 0.0482
H -1.0640 -4.1922 0.8754 0.0187 -0.0118 -0.0610
C -2.5394 -0.1563 -1.1125 -0.0786 0.0531 0.0054
P -0.7772 -0.3063 -1.3850 -0.1683 0.0317 -0.1780
C -0.0192 1.2877 -1.0127 -0.1898 -0.0795 -0.1522
N -0.5411 2.3411 -1.5928 0.3211 0.1674 0.0984
C 0.0354 3.5286 -1.2815 -0.1667 -0.2081 -0.0725
C -0.4497 4.7096 -1.8795 -0.0305 -0.0647 -0.0290
C 0.1316 5.8960 -1.5578 0.0982 0.2000 0.0530
C 1.2102 5.9644 -0.6295 -0.0891 0.1972 -0.1129
C 1.6965 4.8468 -0.0267 0.0403 -0.0580 0.0322
C 1.1217 3.5984 -0.3384 0.1202 -0.1966 0.1573
N 1.5860 2.4822 0.2771 -0.1786 0.1625 -0.2710
C 1.0192 1.3557 -0.0801 0.0761 -0.0901 0.1255
P 1.5063 -0.1634 0.7428 -0.0538 -0.2648 0.0446
C 1.2605 0.0431 2.5125 0.0127 0.2184 -0.0362
C 3.2553 -0.6644 0.4623 -0.0146 -0.0500 0.1577
C 3.7185 -0.4521 -0.9723 0.0454 0.0811 0.0091
C 3.3983 -2.1337 0.8821 0.0023 0.0299 0.0114
C 4.0597 0.2601 1.4064 0.1155 -0.1130 -0.0224
C -0.4762 -1.0020 -3.0468 -0.1899 -0.0108 -0.0048
C 1.0044 -1.0431 -3.3749 0.0910 0.0054 -0.0594
C -1.2339 -0.0272 -3.9814 0.0209 -0.1115 -0.1199
C -1.0788 -2.4115 -3.1131 -0.0317 0.0282 -0.0083
H -2.8320 0.7498 -1.6543 -0.0771 -0.0130 0.0305
H -2.7445 -0.0192 -0.0537 0.0526 0.0573 0.0539
H -3.0870 -1.0131 -1.5025 0.0328 0.0415 -0.0451
H -1.2649 4.6418 -2.5863 -0.0123 -0.0058 0.0017
H -0.2290 6.8078 -2.0150 0.0329 0.0241 0.0198
H 1.6493 6.9268 -0.4013 -0.0349 0.0145 -0.0303
H 2.5138 4.8859 0.6797 0.0030 -0.0178 0.0153
H 1.8038 0.9548 2.7764 -0.0378 -0.0078 0.0982
H 1.6639 -0.7934 3.0830 0.0097 0.0023 -0.0543
H 0.2003 0.1821 2.6932 -0.0845 0.0238 0.0446
H 3.2773 -1.1661 -1.6560 -0.1309 -0.0878 -0.1494
H 4.7970 -0.6196 -0.9934 -0.0211 0.0074 -0.0232
H 3.5433 0.5646 -1.3273 -0.0205 -0.0019 0.0015
H 2.8784 -2.8061 0.1942 0.0105 0.0104 -0.0016
H 3.0554 -2.3185 1.9034 0.0113 0.0027 -0.0184
H 4.4572 -2.3971 0.8555 -0.0158 -0.0126 -0.0100
H 3.8692 1.3193 1.2287 -0.0105 -0.0053 -0.0203
H 5.1125 0.0707 1.1880 -0.0035 0.0345 0.0366
H 3.8995 0.0287 2.4581 0.0170 0.0124 -0.0179
H 1.4776 -0.0617 -3.3315 0.0149 0.0103 0.0361
H 1.1149 -1.4189 -4.3937 0.0154 0.0346 0.0084
H 1.5216 -1.7408 -2.7199 0.1279 -0.0344 0.0619
H -0.9363 1.0133 -3.8497 0.0149 -0.0079 0.0102
H -2.3156 -0.1139 -3.8830 0.0172 0.0204 0.0082
H -0.9719 -0.3206 -5.0005 -0.0319 0.0276 0.0008
H -0.5228 -3.1184 -2.4914 0.0270 0.0120 -0.0326
H -1.0063 -2.7627 -4.1438 0.0151 0.0028 0.0107
H -2.1374 -2.4386 -2.8480 0.0133 -0.0002 -0.0311
```
Positions in Å, forces in eV/Å.

Values from the calculation:
Total charge   +3
LUMO energy   -11.7018 eV
Energy   -53174.4895 eV
HOMO energy   -17.3 eV

---

Entry 4:
C22H41BN7PZr as an isolated structure in a non-equilibrium geometry, computed with ωB97M-V with the def2-TZVPD basis set.

XYZ file:
```
73
Properties=species:S:1:pos:R:3:forces:R:3
H 3.1228 -1.3176 2.0287 -0.1622 -0.1728 0.1250
N 1.6229 -2.4350 1.0529 0.0137 0.0992 0.2632
B 0.1215 -4.3028 0.1066 -0.2807 -0.0565 -0.2858
N 1.0092 -3.6388 1.2152 0.1291 0.3242 -0.0301
C 1.5678 -4.2159 2.2948 -0.1253 0.6067 -0.3723
Zr -0.0423 -1.1389 -1.6699 -3.0946 5.0741 1.1927
H 1.2351 -5.1957 2.5971 0.1272 0.0014 0.0388
C 2.5186 -3.3531 2.8296 0.1096 0.1905 0.0375
H 3.1220 -3.5156 3.7015 0.0874 -0.0751 0.0648
C 2.5296 -2.2233 2.0175 -0.2842 -0.8363 -0.0337
H 0.0133 -5.4821 0.3141 0.0976 0.3229 0.0663
C -1.1103 -0.5848 -3.5141 0.3785 -0.0112 -0.1948
H -0.8911 0.4310 -3.8648 -0.1376 -0.1852 -0.0656
H -2.1985 -0.6856 -3.3756 0.2235 0.0513 -0.1197
H -0.7917 -1.2882 -4.3005 -0.2552 0.1254 -0.0162
N 0.8815 -4.0638 -1.2400 -0.0762 0.6012 -0.6032
N -1.3023 -3.6831 -0.0651 -0.0456 0.8018 -0.3812
N 1.0630 -2.7729 -1.7105 3.1766 -4.4106 -0.9588
N -1.4862 -2.4641 -0.6958 -0.7913 -0.4272 0.3221
C 1.3461 -4.9419 -2.1377 0.0328 1.0770 0.2515
C -2.5062 -4.2432 0.1509 0.2481 0.5412 -0.1571
H 1.2309 -6.0008 -1.9622 0.1251 0.0335 -0.0534
H -2.5749 -5.1991 0.6488 -0.0554 0.0382 -0.1100
C 1.9096 -4.2318 -3.2053 -0.0315 0.2136 -0.0308
C -3.4942 -3.3947 -0.3365 0.0778 0.3433 -0.0972
C 1.7367 -2.8830 -2.9197 -0.7294 -1.3154 1.0861
C -2.8307 -2.2791 -0.8527 0.9148 -1.4514 0.5444
H 2.3619 -4.6660 -4.0779 0.1065 0.0498 -0.0614
H -4.5559 -3.5595 -0.3444 -0.0480 -0.0599 0.0944
H 2.0212 -2.0051 -3.4799 0.0800 0.0504 -0.1550
H -3.2176 -1.4043 -1.3506 -0.0519 -0.0833 0.0641
H 1.2911 -1.7225 0.3979 0.1592 -0.2546 0.5138
C 1.7531 2.6346 -1.7617 0.0207 0.0107 -0.0921
C 0.4449 3.0410 -1.0556 0.0690 0.2055 0.2320
C 0.6114 4.4692 -0.5018 0.0196 0.2425 -0.2203
C -0.6588 3.0465 -2.1263 -0.0057 0.0831 -0.2383
P 0.0284 1.7777 0.2681 0.0584 0.3649 -0.1042
N 0.2906 0.3337 -0.3944 -0.1078 -1.8689 -0.8700
C 1.1195 1.9940 1.7701 -0.1784 0.2589 0.1884
C 0.7438 3.2343 2.6059 0.2028 0.1266 0.1769
C 1.0099 0.7402 2.6509 0.0448 -0.2065 0.1328
C 2.5839 2.1038 1.3223 0.2179 0.0680 0.1115
C -1.7673 1.9383 0.7846 -0.1185 0.1888 0.0409
C -2.0382 1.1918 2.1031 -0.1906 -0.0461 0.1487
C -2.2047 3.4093 0.9569 -0.2472 0.0507 0.1330
C -2.6833 1.2772 -0.2528 -0.1478 -0.0701 -0.2493
H 1.8514 3.2507 -2.6673 0.0338 -0.1561 0.2572
H 1.7233 1.5817 -2.0662 0.0635 0.2036 -0.0238
H 2.6401 2.7915 -1.1419 -0.2191 -0.0470 -0.2458
H 0.7534 5.1378 -1.3665 -0.0229 -0.1541 0.2826
H -0.2724 4.8260 0.0416 0.3501 -0.0842 -0.1539
H 1.5000 4.5748 0.1336 -0.2858 -0.0288 -0.1947
H -0.8285 2.0434 -2.5405 -0.0135 0.2921 0.1450
H -1.6079 3.4642 -1.7745 0.2750 -0.1460 -0.1186
H -0.3130 3.6878 -2.9519 -0.1191 -0.1842 0.2201
H -0.2437 3.1497 3.0763 0.3425 0.0265 -0.1538
H 1.4819 3.3261 3.4192 -0.2199 -0.0286 -0.2175
H 0.7861 4.1642 2.0262 -0.0472 -0.2855 0.2469
H 1.0393 -0.1564 2.0259 -0.0900 0.1392 0.2079
H 1.8685 0.7066 3.3388 -0.2154 0.0746 -0.1712
H 0.1023 0.7115 3.2590 0.3079 -0.0046 -0.1644
H 2.8593 1.2609 0.6751 0.0348 0.2147 0.0279
H 2.8076 3.0511 0.8180 -0.0645 -0.3251 0.1179
H 3.2240 2.0665 2.2183 -0.2128 0.0026 -0.2476
H -1.6214 1.6960 2.9820 -0.0916 -0.1987 -0.2806
H -3.1298 1.1633 2.2494 0.3257 0.0007 -0.0515
H -1.6837 0.1540 2.0583 -0.0610 0.1925 0.0799
H -2.2257 3.9631 0.0103 0.0154 -0.1606 0.3522
H -3.2366 3.3947 1.3452 0.3078 0.0443 -0.1164
H -1.5930 3.9558 1.6861 -0.2154 -0.1488 -0.2892
H -2.6718 1.7624 -1.2324 0.0115 -0.1277 0.2061
H -2.4316 0.2157 -0.3767 -0.0217 0.3016 0.1107
H -3.7136 1.3265 0.1326 0.2760 -0.0267 -0.1540
```
Positions in Å, forces in eV/Å.

Values from the calculation:
Total charge   +2
LUMO energy   -6.3461 eV
Energy   -45144.1933 eV
HOMO energy   -14.7 eV